The following is a DFT calculation (the ωB97M-V functional and the def2-TZVPD basis) of a structure of composition C45H48CsN5O2P2S2.

Cartesian coordinates (Å):
Cs  -0.467  -0.978  -0.128
O  1.997  0.158  1.252
C  2.787  1.034  0.777
C  4.196  1.013  1.046
C  5.071  1.880  0.435
C  4.619  2.860  -0.461
C  3.255  2.977  -0.667
C  2.340  2.123  -0.054
C  0.898  2.363  -0.159
N  0.380  3.252  -0.904
C  -1.043  3.544  -0.815
C  -2.012  2.596  -0.096
N  -2.323  1.408  -0.877
C  -3.414  1.474  -1.534
C  -4.019  0.525  -2.452
C  -5.185  0.963  -3.097
C  -5.882  0.190  -4.000
C  -5.391  -1.099  -4.273
C  -4.259  -1.571  -3.666
C  -3.499  -0.795  -2.721
O  -2.468  -1.267  -2.170
H  4.551  0.249  1.730
H  6.133  1.803  0.652
H  5.314  3.537  -0.942
H  2.856  3.761  -1.302
H  0.304  1.748  0.522
H  -1.414  3.680  -1.836
H  -1.123  4.529  -0.336
H  -2.925  3.181  0.104
H  -1.618  2.293  0.877
H  -4.028  2.388  -1.422
H  -5.548  1.961  -2.860
H  -6.782  0.560  -4.475
H  -5.927  -1.739  -4.969
H  -3.895  -2.573  -3.864
C  -1.013  -6.615  2.294
C  -0.743  -5.428  2.953
C  0.144  -4.520  2.391
C  0.713  -4.788  1.157
C  0.443  -5.980  0.486
C  -0.409  -6.896  1.069
N  1.551  -3.761  0.636
N  1.713  -3.806  -0.589
C  2.548  -2.743  -1.065
C  3.735  -2.407  -0.428
C  4.478  -1.372  -0.960
C  3.998  -0.700  -2.075
C  2.803  -1.123  -2.631
N  2.091  -2.145  -2.154
H  -1.740  -7.300  2.712
H  -1.268  -5.182  3.865
H  0.361  -3.575  2.872
H  0.886  -6.155  -0.486
H  -0.645  -7.816  0.550
H  4.028  -2.930  0.471
H  5.400  -1.058  -0.491
H  4.520  0.157  -2.479
H  2.380  -0.612  -3.489
S  -4.664  -5.263  3.082
P  -4.092  -3.971  1.680
S  -2.867  -2.478  2.176
C  -3.389  -4.895  0.248
C  -3.612  -6.259  0.090
C  -3.125  -6.922  -1.029
C  -2.410  -6.229  -1.998
C  -2.198  -4.864  -1.853
C  -2.690  -4.204  -0.737
C  -5.561  -3.242  0.846
C  -6.828  -3.785  1.020
C  -7.911  -3.272  0.317
C  -7.730  -2.224  -0.575
C  -6.465  -1.677  -0.754
C  -5.388  -2.178  -0.038
H  -4.159  -6.788  0.861
H  -3.300  -7.987  -1.141
H  -2.026  -6.750  -2.868
H  -1.662  -4.297  -2.604
H  -2.559  -3.132  -0.658
H  -6.950  -4.607  1.715
H  -8.898  -3.698  0.463
H  -8.572  -1.832  -1.134
H  -6.309  -0.870  -1.459
H  -4.406  -1.738  -0.170
C  0.796  3.171  4.545
C  0.469  2.492  3.217
P  -0.586  0.969  3.243
C  0.424  -0.107  4.348
C  -0.346  -1.324  4.854
C  -1.951  1.513  4.377
C  -3.213  0.669  4.203
H  1.369  4.086  4.375
H  1.398  2.527  5.187
H  -0.106  3.442  5.097
H  1.385  2.204  2.698
H  -0.041  3.201  2.557
H  0.813  0.467  5.194
H  1.274  -0.411  3.729
H  -1.137  -1.033  5.550
H  0.317  -2.015  5.380
H  -0.832  -1.866  4.041
H  -2.167  2.558  4.128
H  -1.612  1.503  5.419
H  -3.579  0.729  3.177
H  -4.011  1.002  4.873
H  -3.029  -0.389  4.392

Cartesian forces, eV/Å:
Cs -0.082 -0.103 0.056
O -0.011 0.064 0.054
C -0.021 0.036 -0.017
C -0.005 0.001 -0.003
C -0.004 0.007 -0.010
C 0.008 -0.006 0.010
C 0.006 -0.008 -0.005
C 0.011 -0.029 0.021
C 0.043 -0.005 0.007
N -0.023 0.039 0.002
C 0.000 -0.036 -0.008
C 0.028 0.023 -0.009
N -0.019 0.106 -0.048
C 0.001 0.030 0.022
C 0.002 -0.018 -0.018
C -0.010 -0.004 0.001
C -0.001 -0.004 0.000
C 0.004 -0.009 -0.008
C 0.004 -0.006 -0.005
C 0.030 0.025 0.017
O 0.043 -0.006 0.029
H 0.000 -0.002 0.000
H 0.002 0.003 -0.001
H 0.004 -0.001 0.003
H -0.005 0.000 0.000
H -0.037 0.002 -0.014
H -0.001 -0.006 -0.002
H 0.003 0.001 0.000
H 0.004 0.005 -0.006
H -0.012 -0.011 -0.010
H 0.002 0.000 0.004
H 0.003 -0.001 0.003
H 0.002 0.001 -0.002
H 0.000 -0.001 0.000
H 0.002 -0.001 0.002
C -0.013 0.012 -0.021
C -0.029 0.024 -0.024
C -0.011 -0.026 0.009
C 0.015 -0.040 0.111
C 0.004 0.017 -0.013
C -0.012 -0.018 0.024
N -0.010 -0.062 0.041
N 0.034 0.047 -0.160
C 0.022 -0.006 -0.031
C -0.001 0.008 0.007
C -0.001 0.010 0.011
C -0.003 -0.012 -0.024
C -0.041 0.021 0.066
N 0.041 0.000 -0.049
H 0.002 -0.011 0.001
H 0.003 -0.002 0.011
H -0.008 0.013 -0.006
H -0.008 -0.001 0.009
H 0.000 0.006 0.003
H 0.006 0.001 0.000
H 0.000 -0.006 0.000
H 0.001 0.000 0.001
H 0.005 -0.012 -0.010
S 0.020 -0.003 -0.008
P 0.005 0.000 0.028
S 0.008 -0.041 -0.011
C 0.007 -0.007 0.007
C 0.014 -0.006 -0.008
C 0.006 0.023 -0.015
C -0.019 -0.005 0.012
C 0.001 -0.015 0.002
C -0.025 0.031 0.007
C -0.011 -0.020 0.008
C 0.004 0.005 -0.001
C 0.000 0.001 0.003
C 0.003 -0.007 0.003
C 0.000 0.006 0.007
C -0.017 0.012 -0.015
H -0.004 0.001 -0.002
H 0.001 -0.003 0.000
H 0.001 -0.002 -0.002
H 0.001 0.001 -0.003
H 0.026 -0.028 -0.014
H 0.001 0.000 -0.001
H -0.001 0.001 0.000
H 0.000 -0.001 -0.002
H -0.011 0.002 0.011
H -0.002 -0.004 0.003
C 0.013 -0.011 -0.015
C -0.030 0.009 0.022
P 0.021 0.055 -0.030
C 0.022 -0.044 -0.043
C -0.031 -0.012 0.006
C 0.020 -0.016 0.028
C -0.013 0.014 -0.020
H 0.005 -0.001 0.000
H -0.005 0.004 0.007
H -0.005 0.004 -0.003
H -0.008 0.004 0.007
H 0.003 0.016 -0.006
H 0.001 0.000 0.002
H 0.006 -0.001 0.012
H 0.032 -0.006 0.004
H 0.003 -0.013 -0.003
H 0.010 -0.015 -0.002
H -0.005 0.005 -0.003
H 0.005 0.007 0.000
H 0.001 -0.010 0.012
H 0.002 0.002 -0.001
H -0.019 0.019 -0.005

Output
Electronic energy = -99789.914 eV
Spin multiplicity = 1
F_max = 0.0033 hartree/bohr
HOMO-LUMO gap = 6.06 eV
Charge = -2
LUMO energy = 3.699 eV

Mulliken population analysis, charges in e, atoms 1 to 4:
1 Cs 1.237
2 O -0.582
3 C 0.099
4 C -1.103